# C26H38N5O8PTi

A structure of composition C26H38N5O8PTi in a non-equilibrium geometry (ωB97M-V with the def2-TZVPD basis set, OMol25).

XYZ file:
```
79
C26H38N5O8PTi ωB97M-V with the def2-TZVPD basis set
Ti 1.2192 0.8774 -0.4605
C 3.5971 -2.8309 -0.3048
C 2.5536 -1.7688 -0.4693
N 2.5208 -0.6811 0.1587
C 3.3813 -0.4213 1.3096
C 2.4766 0.1308 2.4111
N 1.6856 1.2187 1.8335
C 0.7931 1.9303 2.7491
C -0.2386 2.7259 1.9380
N 0.2186 2.9101 0.5609
C -0.8181 3.4637 -0.3274
C -0.7388 2.7848 -1.6890
N -0.5565 1.3592 -1.4885
C -1.1584 0.4501 -2.2301
C -2.3381 0.7378 -3.1098
C -0.5251 -0.8290 -2.2194
C -0.7925 -1.9155 -3.0794
C 0.0547 -2.9826 -3.0886
C 1.2086 -2.9978 -2.2592
C 1.4151 -1.9373 -1.4322
N 0.5378 -0.9267 -1.3688
H 4.5921 -2.3893 -0.2988
H 3.5534 -3.5502 -1.1171
H 3.4684 -3.3818 0.6286
H 4.1244 0.3292 1.0275
H 3.9028 -1.3159 1.6491
H 3.0742 0.4654 3.2666
H 1.7892 -0.6488 2.7522
H 2.3582 1.9048 1.4830
H 1.3740 2.5804 3.4118
H 0.2783 1.2010 3.3775
H -0.4508 3.6775 2.4403
H -1.1745 2.1698 1.8866
H 1.0645 3.4710 0.5215
H -0.7321 4.5497 -0.4220
H -1.7913 3.2518 0.1209
H 0.1335 3.1655 -2.2365
H -1.6161 3.0260 -2.2945
H -3.0003 1.4769 -2.6581
H -2.9311 -0.1599 -3.2808
H -2.0347 1.1244 -4.0864
H -1.6361 -1.8815 -3.7555
H -0.1298 -3.8102 -3.7606
H 1.9057 -3.8212 -2.3060
O 5.1660 4.2960 -3.9142
C 4.4189 3.6321 -3.2507
C 3.5413 2.4708 -3.7574
O 3.4274 2.1142 -4.9064
C 2.8885 1.9541 -2.5471
C 3.2517 2.6973 -1.4329
O 2.7164 2.3629 -0.2854
C 4.1636 3.7787 -1.7410
O 4.6296 4.6331 -1.0145
O 2.0619 0.9836 -2.4099
C -4.6950 0.0209 0.5537
C -3.4426 0.8028 0.8756
O -2.7061 0.2206 1.9748
P -1.4392 -0.7190 1.5502
O -0.9363 -1.1411 3.0297
C -1.7895 -1.3638 4.1769
C -2.5810 -2.6478 4.0750
O -2.3086 -2.0011 1.0159
C -1.5291 -3.1287 0.5728
C -2.3927 -3.9912 -0.3153
H -5.2548 0.5324 -0.2321
H -5.3356 -0.0525 1.4330
H -4.4561 -0.9842 0.2136
H -3.6955 1.8161 1.1945
H -2.7799 0.8858 0.0063
H -2.4401 -0.4979 4.2946
H -1.1053 -1.3961 5.0245
H -3.2882 -2.6161 3.2484
H -3.1399 -2.8079 4.9988
H -1.9149 -3.5001 3.9335
H -1.1886 -3.6797 1.4536
H -0.6488 -2.7724 0.0303
H -3.2711 -4.3524 0.2197
H -1.8225 -4.8539 -0.6642
H -2.7219 -3.4279 -1.1871
```

Values from the calculation:
energy above the lowest of the compared OMol25 structures with the same formula, charge and spin	0.00	kJ/mol
expectation value of S²	2.01
orbital gap (alpha / beta)	5.91 / 6.61	eV
highest occupied orbital energy (alpha / beta)	-6.11 / -7.11	eV
LUMO level (alpha / beta)	-0.0074 / -0.0183	Ha
2S+1	3
M	627.5	g mol⁻¹

Löwdin population analysis, charges in e, atoms 1 to 4: number 1, Ti, carries 1.08; number 2, C, carries 0.00; number 3, C, carries -0.24; number 4, N, carries 0.00